A cluster of 2 separate species, C2H7NS in total in a non-equilibrium geometry, computed with ωB97M-V with the def2-TZVPD basis set.

```
11
Properties=species:S:1:pos:R:3:forces:R:3:lowdin_charge:R:1
C -2.2936 0.1701 1.1493 1.347 0.985 0.729 -0.082
C -1.9757 0.3173 -0.1318 -1.358 -1.911 -0.215 -0.088
H -3.1346 -0.4524 1.3878 -0.225 -0.124 0.320 0.032
H -1.7093 0.6393 2.0197 -1.008 -0.646 -1.533 0.076
H -1.1774 0.7822 -0.6060 1.600 1.377 0.033 0.004
H -2.4948 -0.2712 -0.9088 -0.307 0.319 0.656 0.056
N 2.2628 -0.8401 -0.7078 1.203 -1.575 1.701 -0.491
S 2.3439 0.8847 -0.5161 2.517 0.814 -1.294 0.515
H 3.1655 -1.3566 -0.3019 -2.580 1.668 -0.786 0.072
H 1.4843 -1.0256 -0.0236 1.012 -0.349 -0.928 -0.001
H 3.5289 1.1522 -1.3608 -2.201 -0.558 1.316 -0.093
```
Positions in Å, forces in eV/Å.

SMILES string: C=C.NS
HOMO-LUMO gap in eV: 9.11
E_LUMO in eV: 0.6
HOMO level in eV: -8.49


A cluster of 2 separate species, C2H7NS2 in total in a non-equilibrium geometry, computed with ωB97M-V with the def2-TZVPD basis set.

```
12
Properties=species:S:1:pos:R:3:forces:R:3:lowdin_charge:R:1
C -1.4882 1.0506 1.9830 -0.556 0.849 -1.192 -0.072
C -0.8724 0.0965 2.6724 -0.016 0.661 -0.126 -0.325
N -0.7829 -1.2089 2.2900 0.411 -0.381 0.284 0.054
H -1.8620 0.9106 0.9735 -0.202 -0.653 0.057 0.040
H -1.6606 2.0862 2.2451 0.512 -0.170 0.749 0.042
H -0.3495 0.3881 3.5733 -0.058 -0.372 0.268 0.106
H -1.3735 -1.6120 1.5888 -0.028 0.180 -0.102 0.093
H -0.1905 -1.8322 2.8002 -0.028 -0.089 0.016 0.083
S 1.0816 0.7221 -0.8682 1.539 1.364 -0.752 0.188
S 0.5104 -0.6848 -2.3047 -0.680 -0.063 1.252 0.227
H 0.5375 0.9577 0.3638 -0.988 -1.405 -0.365 -0.222
H -0.6993 -0.1984 -2.6339 0.093 0.078 -0.090 -0.213
```
Positions in Å, forces in eV/Å.

SMILES string: C=CN.SS
HOMO-LUMO gap in eV: 8.31
E_LUMO in eV: 0.0
HOMO level in eV: -8.30


A cluster of 2 separate species, C2H7NS2 in total in a non-equilibrium geometry, computed with ωB97M-V with the def2-TZVPD basis set.

```
12
Properties=species:S:1:pos:R:3:forces:R:3:lowdin_charge:R:1
C 1.3111 -1.0008 -0.8497 -0.428 0.477 0.280 -0.052
N 0.8169 -0.6604 0.2658 0.306 0.336 -0.696 -0.113
C 1.2827 0.6085 0.7768 0.311 0.880 1.015 -0.166
H 0.9646 -1.8960 -1.3528 0.116 -0.170 0.090 0.071
H 2.0182 -0.3353 -1.3529 0.107 -0.241 -0.191 0.074
H 0.4870 1.3258 1.0064 -0.409 -0.522 -0.074 0.074
H 1.7763 0.4387 1.7374 0.008 -0.062 -0.025 0.078
H 1.9686 1.2130 0.1666 0.124 -0.587 -0.385 0.072
S -3.0160 0.6337 -1.0289 -0.264 -0.430 0.789 0.200
S -2.5478 -1.0194 0.1884 0.322 0.722 -0.422 0.223
H -3.7492 1.2426 -0.0670 0.169 0.064 -0.405 -0.213
H -1.3123 -0.5504 0.5098 -0.361 -0.468 0.024 -0.249
```
Positions in Å, forces in eV/Å.

SMILES string: C=NC.SS
HOMO-LUMO gap in eV: 9.71
E_LUMO in eV: 0.5
HOMO level in eV: -9.23


A cluster of 2 separate species, C2H7NS2 in total in a non-equilibrium geometry, computed with ωB97M-V with the def2-TZVPD basis set.

```
12
Properties=species:S:1:pos:R:3:forces:R:3:lowdin_charge:R:1
C -0.5755 2.4242 4.6413 -1.372 -0.234 -0.074 -0.140
N -1.6339 2.2265 5.3037 1.814 -0.236 1.630 0.005
H 0.2370 2.2459 5.3489 1.049 0.326 -1.327 0.057
H -0.6078 2.6871 3.5281 0.762 -0.239 1.552 0.088
H -2.4873 2.3629 4.8809 -2.252 0.381 -1.784 -0.009
C -0.8461 -2.0470 -1.5917 2.437 -1.876 0.810 -0.527
S -0.1841 -0.3377 -1.5499 -0.553 -0.149 0.324 0.318
S 1.6170 -0.7485 -2.3922 -1.082 -0.492 -2.655 0.325
H -0.6272 -2.4707 -2.6714 -1.208 0.649 2.355 0.059
H -1.8108 -2.1632 -1.0607 -0.003 0.477 -1.268 0.027
H -0.1909 -2.6488 -0.8247 -0.807 0.927 -1.725 0.050
H 2.5283 -0.4823 -1.5513 1.216 0.467 2.161 -0.252
```
Positions in Å, forces in eV/Å.

SMILES string: C=N.CSS
HOMO-LUMO gap in eV: 9.35
E_LUMO in eV: 0.5
HOMO level in eV: -8.85


The molecule C2H7NS2 in a non-equilibrium geometry, computed with ωB97M-V with the def2-TZVPD basis set.

```
12
Properties=species:S:1:pos:R:3:forces:R:3:lowdin_charge:R:1
N -1.3023 1.2986 -0.6432 -0.318 4.342 0.998 -0.021
C -0.6919 0.0737 -0.4309 2.933 -0.952 1.182 -0.407
C 0.1487 0.2757 0.8426 0.776 0.634 -1.314 -0.642
S 1.0163 -1.1308 1.3796 1.077 -2.496 1.086 0.445
S 1.2155 -2.6324 -0.0843 1.231 1.423 -0.193 0.284
H -1.0506 1.7258 -1.5073 -0.213 -0.182 -1.166 0.060
H -0.8071 2.0187 -0.0071 -1.495 -1.400 -1.015 0.105
H -1.3190 -0.7051 -0.0924 -1.406 -0.984 -0.318 0.084
H -0.0743 -0.3076 -1.2611 -0.227 0.177 0.263 0.099
H 0.9194 1.0707 0.7827 -0.594 -0.080 -0.481 0.073
H -0.5354 0.5585 1.6278 -0.267 -0.061 0.399 0.073
H 2.4807 -2.2459 -0.6064 -1.497 -0.421 0.560 -0.152
```
Positions in Å, forces in eV/Å.

SMILES string: NCCSS
HOMO-LUMO gap in eV: 9.40
E_LUMO in eV: 0.4
HOMO level in eV: -9.02


A cluster of 2 separate species, C2H7NS2 in total in a non-equilibrium geometry, computed with ωB97M-V with the def2-TZVPD basis set.

```
12
Properties=species:S:1:pos:R:3:forces:R:3:lowdin_charge:R:1
C 2.2131 -1.5184 0.2546 -0.720 -1.630 -1.804 -0.255
N 2.3423 -0.3600 -0.5823 -1.091 -0.917 -1.376 -0.648
S 3.2863 0.7997 -0.2902 0.740 0.585 0.598 0.664
H 1.1020 -1.7227 0.3167 1.113 0.494 0.717 0.079
H 2.4854 -2.4960 -0.3616 0.077 2.112 1.156 0.125
H 2.8024 -1.3584 1.1439 -0.134 -0.648 0.716 0.037
C -2.6854 1.5354 -0.0939 -0.075 -0.683 -1.015 -0.482
S -2.2972 -0.1981 -0.2976 -0.254 -1.581 0.269 0.622
H -1.8951 1.8035 0.5590 0.130 1.361 0.548 0.006
H -3.6972 1.7649 0.1958 -0.125 -0.188 0.623 0.030
H -2.5670 1.8447 -1.1066 0.284 1.299 -0.397 0.001
H -1.0898 -0.0946 0.2622 0.056 -0.205 -0.034 -0.180
```
Positions in Å, forces in eV/Å.

SMILES string: CN=S.CS
HOMO-LUMO gap in eV: 7.30
E_LUMO in eV: -1.0
HOMO level in eV: -8.29


A cluster of 2 separate species, C2H7O in total in a non-equilibrium geometry, computed with ωB97M-V with the def2-TZVPD basis set.

```
10
Properties=species:S:1:pos:R:3:forces:R:3:lowdin_charge:R:1
O -0.5521 1.9536 1.4553 0.019 0.263 -0.090 -0.623
H -0.3897 1.3589 2.1896 0.038 -0.141 0.284 -0.210
C 0.1641 -1.0230 -0.0605 1.215 -1.619 -0.107 -0.209
C 0.0012 0.2435 -0.8901 1.018 0.369 0.163 -0.206
H 0.8154 -0.9487 0.8183 -0.237 0.895 0.072 0.050
H 0.7339 -1.8510 -0.5599 -0.768 0.402 -0.321 0.046
H -0.7459 -1.4689 0.3309 -0.324 0.172 -0.158 0.046
H 0.7431 0.3231 -1.6983 0.122 -0.320 0.124 0.041
H -0.9565 0.3285 -1.3975 -0.261 0.016 0.340 0.048
H 0.1866 1.0842 -0.1877 -0.821 -0.037 -0.307 0.017
```
Positions in Å, forces in eV/Å.

Total charge: -1
HOMO-LUMO gap in eV: 6.67
E_LUMO in eV: 4.5
HOMO level in eV: -2.12


A cluster of 2 separate species, C2H7O in total in a non-equilibrium geometry, computed with ωB97M-V with the def2-TZVPD basis set.

```
10
Properties=species:S:1:pos:R:3:forces:R:3:lowdin_charge:R:1
O 0.4116 1.1290 2.1475 -0.039 -0.105 -0.215 -0.668
H 0.6427 1.2458 3.0744 0.034 0.000 0.062 -0.240
C -0.4880 -0.8728 -0.4902 0.899 -0.530 0.168 -0.182
C 0.0509 -0.2695 -1.7774 -0.364 0.922 -0.218 -0.196
H -1.5704 -0.9530 -0.4718 -0.131 0.185 0.149 0.051
H -0.0873 -1.8865 -0.3690 -0.119 -0.081 -0.107 0.050
H -0.0666 -0.3351 0.3680 -0.646 0.289 0.159 0.027
H 0.0833 -0.9601 -2.6254 0.279 -0.057 0.120 0.043
H 1.0172 0.2035 -1.5708 0.085 -0.430 -0.299 0.061
H -0.5710 0.5733 -2.1210 0.002 -0.194 0.181 0.053
```
Positions in Å, forces in eV/Å.

Total charge: -1
HOMO-LUMO gap in eV: 6.42
E_LUMO in eV: 4.3
HOMO level in eV: -2.09


A cluster of 2 separate species, C2H7O2 in total in a non-equilibrium geometry, computed with ωB97M-V with the def2-TZVPD basis set.

```
11
Properties=species:S:1:pos:R:3:forces:R:3:lowdin_charge:R:1
C 0.3846 -0.2078 0.3685 -0.186 1.778 0.862 -0.567
O -0.3728 0.9389 0.4790 0.183 0.077 -0.546 -0.387
C 1.4639 -0.1490 -0.7003 -0.307 2.742 -0.772 -0.166
H -0.2138 -1.0739 0.1566 -0.640 -1.159 0.267 0.060
H 0.9635 -0.2802 1.3236 -0.255 -0.992 -0.060 0.081
H 1.0878 0.5620 -1.5489 0.325 -2.055 0.710 0.086
H 1.9301 -1.1172 -0.9142 -0.046 0.288 -0.438 0.045
H 2.1584 0.5686 -0.2627 0.814 -0.316 -0.016 0.035
H -2.0632 0.7861 0.7287 -0.272 -1.002 0.350 0.007
H -2.4694 -0.1773 -0.2441 -0.991 0.137 1.309 0.019
O -2.8691 0.1498 0.6138 1.375 0.504 -1.666 -0.214
```
Positions in Å, forces in eV/Å.

Total charge: -1
HOMO-LUMO gap in eV: 7.45
E_LUMO in eV: 4.7
HOMO level in eV: -2.80


A cluster of 2 separate species, C2H7O2 in total, computed with ωB97M-V with the def2-TZVPD basis set.

```
11
Properties=species:S:1:pos:R:3:forces:R:3:lowdin_charge:R:1
O -1.8140 -0.6218 -1.3182 0.084 -0.098 0.031 -0.428
H -1.0600 0.0872 -0.4670 -0.293 -0.240 -0.278 -0.038
C 0.4858 -0.1437 0.8805 -0.078 -0.922 -0.295 -0.439
O -0.4478 0.6504 0.2599 0.063 0.509 0.287 -0.204
C 1.8980 0.1820 0.3984 0.035 0.012 -0.365 -0.123
H 0.3882 -0.0775 1.9683 0.253 0.223 0.375 0.081
H 0.3269 -1.2238 0.6737 -0.145 0.175 -0.131 0.101
H -2.3231 -0.0045 -1.8504 0.030 0.049 0.022 -0.110
H 1.8183 0.2681 -0.6809 -0.019 0.132 -0.258 0.062
H 2.2334 1.1428 0.7729 0.167 0.221 0.147 0.049
H 2.6670 -0.5799 0.5597 -0.098 -0.062 0.464 0.050
```
Positions in Å, forces in eV/Å.

Total charge: -1
HOMO-LUMO gap in eV: 7.98
E_LUMO in eV: 4.5
HOMO level in eV: -3.49


A cluster of 2 separate species, C2H7O2 in total in a non-equilibrium geometry, computed with ωB97M-V with the def2-TZVPD basis set.

```
11
Properties=species:S:1:pos:R:3:forces:R:3:lowdin_charge:R:1
O -0.3362 -2.4073 -0.2632 -0.154 0.696 -0.309 -0.077
H 0.3029 -1.6656 -0.2262 0.073 -0.756 0.288 -0.029
C 0.6471 0.6278 -0.3931 -0.635 1.541 -0.594 -0.370
O 1.4839 -0.3817 -0.0549 0.287 0.326 -0.095 0.035
C -0.3866 0.9093 0.7238 0.372 -0.465 0.011 -0.054
H 1.0925 1.5891 -0.6962 0.695 -0.215 0.444 0.108
H 0.0977 0.3945 -1.3208 -0.188 -0.762 0.158 0.131
H -1.0622 -1.9962 -0.7498 -0.119 -0.414 0.061 0.030
H -0.6904 -0.0448 1.1527 -0.357 0.110 -0.026 0.074
H 0.0702 1.4988 1.5100 0.159 0.062 0.099 0.073
H -1.2188 1.4761 0.3176 -0.132 -0.123 -0.038 0.079
```
Positions in Å, forces in eV/Å.

Multiplicity: 2
HOMO-LUMO gap (spin up / spin down) in eV: 11.80 / 8.45
E_LUMO (spin up / spin down) in eV: 0.8 / -2.3
HOMO level (spin up / spin down) in eV: -10.98 / -10.72


A cluster of 2 separate species, C2H7O2 in total in a non-equilibrium geometry, computed with ωB97M-V with the def2-TZVPD basis set.

```
11
Properties=species:S:1:pos:R:3:forces:R:3:lowdin_charge:R:1
O -2.1399 -0.8516 -1.5464 0.121 -0.417 -0.292 -0.010
H -2.7653 -0.3647 -1.0084 -0.443 0.333 0.304 0.035
C -0.0433 0.1095 0.3874 1.212 -0.394 2.099 -0.344
O -0.2562 0.3380 -0.9490 -0.234 0.459 -0.810 -0.035
C 1.4770 0.2920 0.6527 -0.468 -0.288 -0.739 -0.070
H -0.2676 -0.9207 0.6887 -0.232 0.015 -0.231 0.116
H -0.5943 0.7600 1.0779 -0.248 0.225 -0.420 0.110
H -0.9523 -0.3125 -1.3529 0.201 -0.066 -0.078 -0.016
H 1.8325 1.2093 0.1893 0.008 0.054 -0.044 0.071
H 1.9428 -0.5617 0.1619 0.388 0.152 0.025 0.072
H 1.7665 0.3024 1.6988 -0.305 -0.073 0.187 0.070
```
Positions in Å, forces in eV/Å.

Multiplicity: 2
HOMO-LUMO gap (spin up / spin down) in eV: 11.71 / 7.54
E_LUMO (spin up / spin down) in eV: 0.9 / -2.9
HOMO level (spin up / spin down) in eV: -10.78 / -10.47


Respective calculated total energy values: -14510.47041, -25346.53242, -25346.96989, -25346.00766, -25347.11136, -25345.26462, -4234.02406, -4234.18798, -6281.92096, -6282.51016, -6280.01639, -6279.28003 eV.
Respective energy relative to the best compared isomer or geometry (same formula, charge and spin) values: 2.190, 1.515, 1.078, 2.040, 0.936, 2.783, 0.275, 0.111, 0.771, 0.181, 0.486, 1.222 eV.